# 1
Molecular formula: C28H35AlCl8F6Na3O9
Method: DFT, the ωB97M-V functional and the def2-TZVPD basis

Calculated values
Charge: +1
Energy: -6774.66411 hartree
HOMO level: -5.85 eV

Last column: Löwdin charge in e.
Positions of all 90 atoms, in Å:
C 2.082136 0.630393 -5.653935  -0.081
C 0.791716 0.427693 -5.377745  -0.207
Al 0.286495 -0.191110 -3.555128  0.378
C 1.074058 1.106589 -2.212307  -0.336
C 0.416016 2.471780 -2.439391  -0.093
F 0.860841 0.676204 -0.851993  -0.162
C -1.752761 -0.147055 -3.235145  -0.632
Cl -2.046750 -0.524208 -1.479118  0.697
C -2.561454 -1.173157 -3.995078  -0.824
C -4.057894 -0.860760 -3.906778  -0.190
Cl -2.107691 -1.297853 -5.726707  0.677
C 0.981614 -2.075336 -3.062148  -0.332
F 1.886052 -1.972949 -2.035929  0.045
F -0.033461 -2.912807 -2.587353  -0.038
C 1.692203 -2.892169 -4.174255  -0.564
F 1.539475 -4.231795 -3.924400  0.104
F 1.163430 -2.690439 -5.384198  0.135
F 3.005048 -2.670135 -4.165983  0.171
H 2.835743 0.508655 -4.880138  0.047
H 2.453198 0.872842 -6.643084  0.049
H 0.086081 0.647989 -6.176956  0.012
H 2.146146 1.241326 -2.356639  0.077
H -0.159575 2.466285 -3.368532  0.047
H -0.279185 2.733083 -1.641055  0.075
H 1.139321 3.279754 -2.533473  0.074
H -2.072927 0.880184 -3.398563  0.067
H -2.386411 -2.155408 -3.566570  0.052
H -4.405216 -1.003249 -2.884461  0.083
H -4.149905 0.213562 -4.100740  0.096
H -4.614032 -1.453884 -4.641341  -0.018
C -4.525634 0.331502 3.865339  -0.022
C -4.257254 -0.915136 4.243253  0.008
C -3.515956 -1.845865 3.354501  -0.386
O -3.271441 -2.981439 3.696739  0.117
C -3.090186 -1.334362 2.024703  0.010
C -3.364198 -0.087488 1.643241  -0.073
C -4.095163 0.847477 2.535027  -0.509
O -4.350611 1.979667 2.186969  0.088
H -5.064404 1.027141 4.497097  0.126
H -4.560014 -1.308098 5.205672  0.125
H -2.550577 -2.027781 1.388542  0.105
H -3.068472 0.297489 0.675747  0.053
C 3.894542 0.478717 -0.024418  0.031
C 3.981128 -0.146420 1.146245  0.016
C 5.148689 0.056198 2.040139  -0.406
O 5.221595 -0.515198 3.114718  0.063
C 6.210781 0.978860 1.584405  0.008
C 6.129117 1.610185 0.413233  0.040
C 4.960752 1.408749 -0.480636  -0.362
O 4.871161 1.980760 -1.542622  0.122
H 3.054839 0.348616 -0.690331  0.081
H 3.212874 -0.824516 1.499927  0.116
H 7.051679 1.111895 2.253922  0.117
H 6.904368 2.297103 0.059495  0.100
C -0.837850 2.067979 4.866313  -1.960
Cl -1.565953 3.657329 5.069163  0.582
Cl 0.909183 2.257949 4.482393  0.561
Cl -1.001729 1.138005 6.351133  0.580
Cl -1.590065 1.218208 3.530953  0.738
Na 2.806461 3.518043 5.700415  0.582
Na -6.067189 -0.788436 -5.212864  0.688
C -6.963057 -5.172280 -1.489933  -0.005
O -5.799709 -4.419194 -1.890440  -0.020
C -4.641653 -4.956314 -1.497665  -0.642
O -4.498589 -5.967894 -0.885264  0.186
O -3.650352 -4.150446 -1.943808  -0.099
C -2.316219 -4.608556 -1.603606  0.011
H -7.827486 -4.634281 -1.865939  0.098
H -6.942573 -6.169388 -1.923788  0.104
H -7.019734 -5.230755 -0.406420  0.110
H -2.119582 -5.583430 -2.054829  0.113
H -2.191087 -4.660573 -0.526283  0.122
H -1.616858 -3.886243 -2.003124  0.068
Cl 3.420677 5.911001 7.745336  0.554
C 2.663109 6.974665 8.970239  -0.618
C 1.803169 6.196552 9.930102  -0.651
Cl 0.352736 5.532216 9.133781  0.545
H 2.092316 7.733029 8.442065  0.077
H 3.474090 7.464139 9.505103  0.084
H 1.461197 6.854182 10.726795  0.082
H 2.349614 5.369926 10.376412  0.073
C 7.991184 2.496941 -2.449274  -0.429
O 8.209514 3.296817 -1.402996  -0.293
H 8.758236 2.497670 -3.261414  0.051
H 7.892440 1.400923 -2.227709  0.050
H 7.054280 2.685685 -3.034850  0.060
Na -3.836435 -4.735203 -4.112769  0.700
O -0.067955 -2.088926 0.381216  -0.089
H 0.206475 -1.208903 0.086089  -0.006
H 0.369464 -2.682517 -0.236295  0.016

Cartesian forces (eV/Å) of the 3 atoms listed first:
C -0.2 -0.2 0.1
C -0.1 0.1 0.4
Al 0.3 0.7 0.1

***

# 2
Molecular formula: C28H35AsBCoF5N3O3S2
Method: DFT, the ωB97M-V functional and the def2-TZVPD basis

Calculated values
Charge: 0
Energy: -6416.99827 hartree
HOMO level (alpha / beta): -8.36 / -8.36 eV
Energy relative to the best compared isomer or geometry (same formula, charge and spin): 6.1 kcal per mole

Last column: Löwdin charge in e.
Positions of all 79 atoms, in Å:
Co -0.502293 -0.759831 -0.638352  0.161
C 2.852351 3.361543 5.665744  -0.047
C 1.805272 2.833598 4.727997  -0.264
C 0.533753 2.507906 5.186253  -0.027
C -0.445768 2.057554 4.313058  -0.049
C -0.148222 1.918925 2.970135  -0.269
C 1.112880 2.238397 2.488895  -0.070
C 2.080145 2.692424 3.366622  -0.039
S -1.407245 1.423751 1.818081  0.615
O -2.623744 1.265182 2.568222  -0.283
O -1.364943 2.387986 0.748599  -0.334
N -0.920768 0.026199 1.169529  -0.149
C -0.903059 -1.147843 1.874997  -0.359
C -1.224306 -1.407807 3.214628  0.009
C -1.188622 -2.720262 3.636215  -0.050
C -0.859994 -3.745235 2.750114  -0.059
C -0.536097 -3.401978 1.454780  -0.109
N -0.510409 -2.134501 1.050202  0.055
H 2.652902 3.057323 6.692213  0.078
H 2.871848 4.453060 5.639855  0.088
H 3.845620 3.009354 5.388405  0.079
H 0.301404 2.614743 6.238641  0.116
H -1.443030 1.826434 4.663662  0.113
H 1.324768 2.131878 1.432299  0.110
H 3.065435 2.947551 2.993895  0.119
H -1.538758 -0.614767 3.871574  0.096
H -1.447756 -2.954636 4.660722  0.112
H -0.870687 -4.781233 3.053837  0.104
H -0.294102 -4.151872 0.710568  0.125
C 2.563650 -2.457782 0.091211  0.017
C 2.297955 -1.041287 0.488967  -0.409
C 3.146650 -0.487327 1.591124  0.027
O 1.470936 -0.333211 -0.070681  -0.037
H 3.278945 -2.933907 0.756596  0.096
H 2.968970 -2.447444 -0.922377  0.079
H 1.639399 -3.028679 0.049570  0.068
H 4.191054 -0.482517 1.269374  0.105
H 3.088585 -1.157480 2.451101  0.105
H 2.832710 0.511689 1.870403  0.054
C -2.644352 -0.351753 -4.192820  -0.153
C -1.672124 0.747160 -3.800107  -0.402
As -1.403085 1.038773 -1.879439  1.287
C -3.235148 1.565559 -1.375393  -0.360
C -4.142669 0.561089 -0.688223  -0.141
C -0.369511 2.706647 -1.966047  -0.385
C -1.223258 3.967907 -1.990309  -0.152
H -2.744735 -0.379784 -5.278745  0.078
H -3.637480 -0.185011 -3.772602  0.071
H -2.302108 -1.331867 -3.869101  0.032
H -2.042784 1.723558 -4.133697  0.072
H -0.691300 0.596802 -4.250455  0.059
H -3.677229 1.880338 -2.325293  0.075
H -3.114910 2.445353 -0.749804  0.046
H -4.306676 -0.333635 -1.285920  0.046
H -5.111327 1.033565 -0.516297  0.083
H -3.745561 0.259705 0.280545  0.054
H 0.211728 2.620008 -2.882484  0.064
H 0.319787 2.722969 -1.122932  0.056
H -1.980521 3.934699 -2.775464  0.068
H -0.590481 4.835066 -2.185460  0.076
H -1.717272 4.123690 -1.032412  0.058
B -3.806540 -3.488959 -2.034531  -0.400
C -2.817489 -2.413599 -1.479626  -0.192
N -2.088360 -1.618561 -1.066009  -0.010
H -3.205546 -4.055823 -2.912000  0.014
H -4.080087 -4.216994 -1.113667  0.007
H -4.765544 -2.887437 -2.454787  0.010
F 5.903165 -1.060359 -3.854125  0.131
C 4.620001 -1.211858 -3.540263  -0.140
C 3.997743 -2.441313 -3.698959  -0.145
F 4.690552 -3.480106 -4.163377  0.129
C 2.665214 -2.588071 -3.356061  -0.264
F 2.124156 -3.798938 -3.495800  0.094
C 1.897998 -1.530414 -2.855677  -0.490
S 0.198090 -1.801345 -2.527377  0.840
C 2.552332 -0.313470 -2.729631  -0.241
F 1.879941 0.748803 -2.274602  0.065
C 3.888704 -0.143922 -3.047178  -0.141
F 4.471272 1.045648 -2.890519  0.124

Cartesian forces (eV/Å) of the 3 atoms listed first:
Co 0.6 -0.1 0.2
C 0.0 0.0 0.0
C 0.0 0.0 0.0

***

# 3
Molecular formula: C28H35BiNPS2
Method: DFT, the ωB97M-V functional and the def2-TZVPD basis

Calculated values
Charge: 0
Energy: -2495.02613 hartree
HOMO level: -7.07 eV

Last column: Löwdin charge in e.
Positions of all 68 atoms, in Å:
Bi -1.212176 -0.935344 -0.945528  1.234
S -1.514922 -3.600929 -0.353235  0.396
C -0.398709 -4.104036 -1.663150  -0.704
C -0.541716 -5.449452 -2.050756  -0.159
C 0.273540 -6.052178 -2.957374  -0.093
C 1.289695 -5.277396 -3.528734  -0.106
C 1.470181 -3.947600 -3.205485  -0.132
C 0.607707 -3.326333 -2.251253  -0.690
S 0.976095 -1.648153 -1.863496  0.530
H -1.230592 -6.040020 -1.472470  0.084
H 0.266166 -7.102387 -3.144314  0.095
H 2.046023 -5.633649 -4.198788  0.091
H 2.161092 -3.317684 -3.768437  0.096
C -3.111990 -0.723162 1.892955  -0.152
C -1.891559 -1.256057 2.656074  -0.507
C -1.963252 -0.575225 4.060568  -0.098
P -0.356038 -0.888386 1.659502  0.955
C 1.086386 -2.027370 2.169518  -0.495
C 0.970697 -2.578213 3.560128  -0.113
C 2.437700 -1.333537 1.885896  -0.099
C 0.104662 0.758858 1.802995  -0.335
C 0.631255 1.333511 3.032222  -0.076
C 0.904494 2.640450 3.186426  -0.277
C 1.348981 3.211915 4.558126  -0.048
C 0.807359 3.469404 2.005981  -0.009
C 0.448235 2.989774 0.755683  -0.001
C 0.070551 1.605805 0.646811  -0.303
N -0.223033 1.057961 -0.567505  -0.232
C -0.230003 1.883904 -1.731819  -0.325
C 0.915127 2.093420 -2.479881  -0.200
C 2.256302 1.772915 -1.808005  -0.018
C 0.737939 2.496427 -3.775074  -0.019
C -0.437616 3.000509 -4.308502  -0.297
C -0.507539 3.387454 -5.736236  -0.064
C -1.508455 3.020442 -3.438970  -0.007
C -1.411723 2.401549 -2.199105  -0.205
C -2.698521 2.215326 -1.386460  -0.040
H -3.984885 -0.970293 2.462766  0.081
H -3.241846 -1.077279 0.885471  0.006
H -3.119670 0.320817 1.859489  0.056
H -1.925164 -2.361632 2.803556  0.110
H -2.326702 0.480808 4.012174  0.098
H -0.971713 -0.609123 4.550194  0.057
H -2.616879 -1.245733 4.578273  0.067
H 1.008649 -2.815825 1.416965  0.082
H 1.054759 -1.773286 4.257516  0.056
H 1.753465 -3.382211 3.682187  0.109
H 0.043113 -3.111828 3.733967  0.067
H 2.634556 -0.602916 2.677588  0.072
H 2.450650 -0.830533 0.930059  0.052
H 3.304637 -1.976137 1.889749  0.077
H 0.829055 0.593083 3.779498  0.089
H 2.420373 3.046068 4.783007  0.080
H 0.639214 2.803777 5.316059  0.084
H 1.232664 4.297478 4.512003  0.062
H 1.100142 4.447314 2.290722  0.092
H 0.521367 3.556431 -0.160855  0.110
H 2.399293 2.375749 -0.940283  0.061
H 3.024611 1.951632 -2.497634  0.055
H 2.379220 0.712407 -1.491281  0.046
H 1.616087 2.477290 -4.470915  0.136
H -0.373101 2.456923 -6.385752  0.108
H 0.393588 3.935238 -6.057534  0.077
H -1.388315 3.968386 -6.019838  0.076
H -2.445184 3.396475 -3.859857  0.121
H -3.511029 2.722695 -1.778225  0.054
H -2.477937 2.473412 -0.351139  0.084
H -2.995372 1.218297 -1.446224  -0.004

Cartesian forces (eV/Å) of the 3 atoms listed first:
Bi 0.1 -0.7 0.7
S 0.5 0.5 -0.4
C -0.2 -0.2 0.3